C3H6NO2 | ωB97M-V/def2-TZVPD

## Properties
* SMILES string: O=C1C[NH2+]CO1
* F_max: 4.50 eV/Å
* energy above the lowest of the compared OMol25 structures with the same formula, charge and spin: 21.2 kcal per mole
* M: 88.1 g mol⁻¹
* total charge: +1
* gap between HOMO and LUMO: 0.435 Eh

Element x y z (Å)
O 0.9637 -2.3984 -0.2947
C 0.6827 -1.2791 -0.1046
C 0.3003 -0.0895 -1.0875
N -0.5137 0.8131 -0.2148
C -0.1998 0.3836 1.2606
O 0.3608 -0.8546 1.2087
H 1.1696 0.2680 -1.6700
H -0.3063 -0.8102 -1.8261
H -0.2376 1.7521 -0.3087
H -1.5159 0.7238 -0.3245
H 0.4215 1.1801 1.5542
H -1.1254 0.3111 1.8075

Forces on the atoms, in the same order (eV/Å):
0.46 0.38 -0.68
-0.70 0.84 1.19
-0.82 -4.29 -1.08
0.36 -2.06 0.00
-0.65 -0.27 -0.86
0.60 -0.27 -0.91
-0.62 0.55 0.78
0.69 2.41 1.29
0.21 1.68 -0.38
-0.25 0.02 -0.63
1.06 0.64 1.10
-0.33 0.37 0.18

C21H32MnN3O2Si2Te | ωB97M-V/def2-TZVPD

## Properties
* <S²>: 8.759
* F_max: 0.27 eV/Å
* M: 597.2 g mol⁻¹
* total charge: +1
* gap between HOMO and LUMO (spin up / spin down): 0.256 / 0.245 Eh
* spin multiplicity: 6

Element x y z (Å)
Mn -1.0514 -0.6797 -1.7452
O -1.8177 3.6959 -1.1140
C -0.6169 4.1000 -1.5769
C -0.2840 5.4397 -1.3723
C 0.9340 5.9240 -1.7945
C 1.8540 5.0896 -2.4333
C 1.5274 3.7713 -2.6450
C 0.2926 3.2485 -2.2261
C 0.0067 1.8298 -2.4527
O -1.0987 1.3290 -1.9598
N 0.8747 1.1034 -3.1420
N 0.4748 -0.1877 -3.1119
C 0.8828 -1.0767 -3.9275
C 0.2172 -2.3861 -3.8100
C 0.6088 -3.4721 -4.5764
C -0.1163 -4.6505 -4.4978
C -1.2158 -4.7141 -3.6578
C -1.5383 -3.5977 -2.9077
N -0.8441 -2.4579 -2.9689
H -1.9018 2.7484 -1.3281
H -1.0046 6.0752 -0.8762
H 1.1766 6.9654 -1.6271
H 2.8088 5.4755 -2.7605
H 2.2191 3.1061 -3.1419
H 1.6083 -0.8835 -4.7116
H 1.4643 -3.3836 -5.2311
H 0.1705 -5.5059 -5.0942
H -1.8186 -5.6067 -3.5802
H -2.3804 -3.6163 -2.2284
C -1.3399 -3.6108 0.6219
Si -0.2434 -3.1864 2.0861
C -1.2945 -2.5106 3.4778
C 0.6816 -4.7093 2.6413
C 1.0682 -1.9375 1.5513
Te 0.5354 -0.1545 0.5259
C -0.7258 0.7705 1.9718
Si 0.1645 2.1599 2.9059
C 1.7357 1.4666 3.6431
C -0.9951 2.7408 4.2483
C 0.5361 3.5078 1.6710
H -2.2358 -4.1340 0.9616
H -0.8303 -4.2442 -0.1059
H -1.6748 -2.6986 0.1118
H -1.7664 -3.3397 4.0091
H -2.0964 -1.8625 3.1189
H -0.7068 -1.9527 4.2093
H -0.0077 -5.5026 2.9353
H 1.3175 -4.4924 3.5015
H 1.3205 -5.0998 1.8469
H 1.7708 -2.4257 0.8695
H 1.6595 -1.6078 2.4086
H -1.0980 -0.0233 2.6172
H -1.5754 1.1733 1.4166
H 1.5270 0.6632 4.3533
H 2.2678 2.2496 4.1870
H 2.4215 1.0844 2.8829
H -1.2289 1.9329 4.9446
H -1.9338 3.1150 3.8367
H -0.5433 3.5504 4.8245
H 1.1109 3.1362 0.8175
H 1.1277 4.3031 2.1286
H -0.3799 3.9554 1.2795

Forces on the atoms, in the same order (eV/Å):
0.19 0.05 0.14
0.04 -0.06 -0.02
-0.05 0.07 0.03
0.01 -0.04 -0.03
0.00 0.01 0.00
-0.03 -0.02 0.01
0.03 0.03 -0.02
0.07 -0.07 -0.07
-0.07 0.10 0.05
-0.10 0.13 0.08
0.04 -0.13 0.01
-0.01 0.15 -0.22
-0.01 -0.06 0.06
-0.01 0.05 -0.08
-0.07 0.01 0.04
0.02 0.00 -0.02
-0.02 0.01 0.02
0.07 -0.07 0.00
-0.03 -0.11 -0.02
-0.02 0.03 0.00
-0.01 0.00 0.01
0.00 0.00 0.00
0.00 0.00 0.00
-0.01 0.00 0.00
0.05 0.01 0.03
0.00 0.02 -0.01
0.00 -0.01 0.00
0.00 -0.01 0.00
-0.01 0.01 0.00
-0.04 0.10 -0.01
-0.04 -0.06 0.05
-0.02 -0.01 -0.03
0.01 0.04 0.00
0.08 -0.01 0.08
0.03 -0.08 -0.19
-0.15 -0.01 -0.05
0.02 0.07 0.03
0.01 -0.02 0.01
0.03 -0.01 -0.01
0.02 -0.02 -0.02
0.00 -0.04 -0.01
0.04 0.00 -0.01
-0.02 -0.03 0.05
-0.02 -0.01 0.00
0.00 -0.01 0.00
0.03 0.00 0.00
-0.02 -0.01 0.00
0.01 0.01 0.01
0.00 -0.01 -0.01
-0.01 0.01 -0.01
0.00 -0.02 0.02
0.02 0.03 0.02
-0.01 0.00 0.01
-0.01 -0.01 0.01
0.01 0.00 0.01
-0.01 0.01 -0.01
-0.01 -0.01 0.00
-0.01 0.00 -0.02
0.01 0.01 0.00
0.01 -0.01 0.01
-0.01 0.01 0.02
-0.01 -0.02 0.03

C12H24CdF8NO16PS2 | ωB97M-V/def2-TZVPD

## Properties
* F_max: 7.81 eV/Å
* energy above the lowest of the compared OMol25 structures with the same formula, charge and spin: 69.7 kcal per mole
* M: 797.8 g mol⁻¹
* gap between HOMO and LUMO: 0.398 Eh

Element x y z (Å)
Cd -13.6528 3.3843 24.4269
P -16.6329 1.1632 24.5896
F -17.5182 2.4531 25.0292
F -17.1550 1.3395 23.0517
F -15.3942 2.2420 24.3857
F -15.6557 0.0064 24.0764
F -16.1404 0.9225 26.1222
F -17.8899 0.1994 24.8861
N -12.0001 4.4402 24.3885
S -11.5095 5.9446 24.5092
O -10.8049 6.5503 23.3966
O -11.3640 6.4524 25.8459
F -12.9801 6.5047 24.1234
S -10.4170 3.8735 24.3839
O -9.7084 4.1260 25.5942
O -9.7390 3.9477 23.1367
F -10.6693 2.2716 24.5327
C -10.4153 1.0854 20.5087
O -11.0811 1.6103 21.6426
C -12.3693 1.4677 21.8791
O -12.9338 1.8663 22.8626
O -13.0032 1.0311 20.7932
C -14.4180 0.9276 20.8774
H -10.8928 0.3185 19.9005
H -9.5595 0.5466 20.9224
H -10.0606 1.8989 19.8805
H -14.9275 0.7375 19.9360
H -14.8318 1.8524 21.2837
H -14.7900 0.1535 21.5517
C -13.7098 2.4166 28.5850
O -13.2658 1.1865 28.0529
C -13.1132 1.0325 26.7655
O -13.0801 1.9102 25.9243
O -13.0762 -0.2480 26.4784
C -12.3687 -0.6505 25.3103
H -14.6187 2.3112 29.1868
H -14.0547 3.0719 27.7858
H -13.0326 2.8669 29.3074
H -12.7835 -0.1204 24.4528
H -12.5246 -1.7144 25.1592
H -11.2987 -0.4544 25.3693
C -17.7147 5.8450 26.6541
O -16.5861 5.3596 25.9400
C -15.3642 5.3970 26.4278
O -14.4955 4.7672 25.8618
O -15.2041 6.1564 27.4647
C -13.9736 6.2084 28.1344
H -18.5529 5.2076 26.3861
H -17.9027 6.9159 26.6296
H -17.5964 5.6285 27.7219
H -13.0738 6.2367 27.5152
H -13.7550 5.3296 28.7530
H -13.8265 6.9929 28.8745
C -13.0447 4.7682 20.6015
O -14.3752 5.2787 20.7255
C -15.1206 4.7350 21.6766
O -14.7457 4.1237 22.6413
O -16.3912 4.9822 21.3464
C -17.3603 4.7300 22.3506
H -12.5430 4.4356 21.5118
H -12.4656 5.5935 20.1968
H -13.0883 3.8904 19.9530
H -17.2350 5.2080 23.3243
H -17.4022 3.6601 22.5616
H -18.3778 4.9909 22.0644

Forces on the atoms, in the same order (eV/Å):
-1.65 -1.29 -0.32
-2.04 -0.53 0.64
0.18 -0.16 0.03
0.62 0.46 0.34
-0.86 -0.66 -0.42
0.05 -0.24 0.15
0.26 0.42 -0.38
0.59 -0.09 -0.31
6.75 0.67 -0.28
-3.90 6.73 -0.70
0.43 -1.70 1.63
0.59 -0.89 -0.87
-0.30 -0.16 0.30
1.67 -5.20 0.11
-0.49 0.83 -0.24
-0.66 0.45 0.07
-0.59 1.25 -0.20
1.29 -0.90 -0.32
-0.46 -0.10 1.08
-0.12 0.78 -2.11
0.26 -0.46 0.47
-0.15 -0.83 -0.34
-1.69 0.36 0.94
-0.83 0.41 0.25
0.20 0.38 -0.03
-0.14 0.07 0.07
0.90 0.07 -0.45
0.10 0.04 -0.05
0.60 -0.12 0.17
-1.44 0.99 0.18
0.00 -0.37 0.92
-0.71 -0.19 -0.85
0.47 -0.14 0.86
0.70 -0.52 0.84
-0.27 0.22 -1.10
0.01 -0.91 -0.16
0.69 0.25 -0.03
0.71 -0.07 -0.63
0.09 -0.02 -0.03
-0.16 0.01 0.33
-0.04 0.15 0.30
-0.31 -0.62 1.93
-0.02 0.26 -0.32
-0.44 -0.37 -1.14
0.20 0.49 1.03
-0.67 0.93 0.97
2.90 -0.99 1.11
-0.05 0.38 -0.61
0.16 -0.01 -0.79
0.25 0.01 -0.06
-0.54 0.26 -0.70
-0.77 -0.37 -0.26
-1.14 0.61 -0.50
0.60 -0.13 -0.20
0.20 -0.56 0.66
-1.19 0.95 -1.33
-0.12 0.06 -0.07
0.40 0.58 0.48
-1.16 -1.40 1.29
-0.49 0.34 0.37
0.05 -0.25 -0.25
0.13 0.25 -0.30
0.82 0.31 -0.28
0.16 -0.02 -0.01
0.38 0.32 -0.88

C5H12N2O | ωB97M-V/def2-TZVPD

## Properties
* <S²>: 0.750
* F_max: 4.05 eV/Å
* energy above the lowest of the compared OMol25 structures with the same formula, charge and spin: 32.5 kcal per mole
* M: 116.2 g mol⁻¹
* total charge: -1
* gap between HOMO and LUMO (spin up / spin down): 0.090 / 0.343 Eh
* spin multiplicity: 2

Element x y z (Å)
C -2.2355 -2.2435 -0.3946
C -1.1714 -1.3261 -1.1436
N -1.3437 0.1136 -0.7071
C 0.0239 0.7131 -0.4590
C 0.6016 0.4374 0.8912
N 1.8717 0.8694 1.1519
C 2.4332 2.1230 0.6946
O 0.1538 -0.4218 1.5812
H -1.9144 -2.4521 0.5322
H -2.2594 -3.1727 -0.8431
H -3.2122 -1.7922 -0.3879
H -0.0907 -1.7603 -0.9701
H -1.4838 -1.2744 -2.1914
H -1.8546 0.0985 0.1774
H -0.2791 1.8045 -0.5612
H 0.7367 0.4025 -1.2266
H 2.2214 0.5370 1.9868
H 2.1709 2.9019 1.3785
H 3.5427 1.9860 0.7499
H 2.0888 2.4562 -0.2591

Forces on the atoms, in the same order (eV/Å):
0.98 2.64 -2.89
-0.76 -0.24 1.16
1.96 -1.58 0.27
-3.15 2.46 -0.61
2.68 0.25 -1.14
-1.54 1.38 -2.66
1.46 -0.84 0.80
-2.12 -2.22 2.12
1.08 -0.21 3.71
-0.38 -2.01 -1.43
-0.40 0.23 -0.06
-2.10 0.95 -0.45
0.69 -0.59 -0.13
0.47 0.07 -0.07
1.42 -0.93 0.06
-0.13 0.22 -0.09
0.73 -0.77 2.02
-0.19 0.92 0.63
-0.70 0.44 -0.45
-0.03 -0.18 -0.79

C16H24IO12Ti | ωB97M-V/def2-TZVPD

## Properties
* <S²>: 3.753
* F_max: 1.56 eV/Å
* M: 583.1 g mol⁻¹
* gap between HOMO and LUMO (spin up / spin down): 0.131 / 0.255 Eh
* spin multiplicity: 4

Element x y z (Å)
Ti 0.0307 -0.8479 0.0184
I 2.5843 -0.8329 -1.5188
C 3.0088 3.9455 3.5661
C 1.6464 3.7844 2.8951
C 1.4909 4.4740 1.5275
O 0.9906 3.4424 0.6778
C 0.9302 2.2891 1.3506
O 0.4404 1.2904 0.9331
O 1.4525 2.4075 2.5824
H 3.8886 3.5724 3.0438
H 2.9734 3.3307 4.4712
H 3.1581 4.9846 3.8612
H 0.8782 4.1130 3.5971
H 2.4076 4.9141 1.1312
H 0.7753 5.2983 1.5545
C -2.8182 -4.9055 -4.4808
C -1.5493 -4.6194 -3.6831
C -0.7098 -3.4259 -4.1742
O -0.4673 -2.6829 -2.9903
C -1.1178 -3.2266 -1.9583
O -1.1188 -2.8138 -0.8457
O -1.9043 -4.2424 -2.3725
H -2.6044 -4.7948 -5.5480
H -3.6415 -4.2358 -4.2339
H -3.2030 -5.9191 -4.3674
H -0.8942 -5.4911 -3.7614
H -1.2014 -2.8203 -4.9395
H 0.2394 -3.7354 -4.6095
C 2.1019 -2.7710 6.1922
C 1.7156 -1.5296 5.3853
C 2.8891 -0.9338 4.6229
O 2.5040 -1.0734 3.2532
C 1.3044 -1.6166 3.1545
O 0.7178 -1.8351 2.1360
O 0.7819 -1.9145 4.3687
H 2.8539 -2.5477 6.9489
H 2.5741 -3.4924 5.5187
H 1.2129 -3.2378 6.6095
H 1.2350 -0.8222 6.0609
H 3.8405 -1.4344 4.7940
H 3.0145 0.1345 4.8077
C -2.6140 3.9021 -3.6516
C -3.1173 2.4797 -3.4420
C -2.4895 1.4400 -4.4177
O -1.7664 0.5648 -3.5494
C -1.8322 0.9864 -2.2845
O -1.2454 0.4710 -1.3903
O -2.6196 2.0701 -2.1610
H -2.7889 4.1913 -4.6951
H -1.5332 3.9667 -3.5338
H -3.1183 4.5687 -2.9573
H -4.1995 2.3513 -3.4912
H -1.8131 1.9568 -5.0954
H -3.2733 0.8725 -4.9096

Forces on the atoms, in the same order (eV/Å):
-0.13 0.06 0.23
-0.24 0.10 0.12
-0.39 -0.31 0.69
1.24 0.31 -0.25
-0.21 0.44 0.16
0.03 0.52 -0.13
-0.20 -0.43 -0.05
0.16 -0.53 -0.28
-0.19 -0.01 0.32
-0.31 0.16 -0.63
-0.01 0.26 0.14
0.07 -0.01 -0.01
-0.11 -0.13 -0.07
0.19 -0.49 -0.05
-0.18 -0.21 0.04
0.03 -0.05 -0.50
-0.40 0.03 -1.51
-0.07 -0.11 -0.43
0.25 0.11 0.20
-0.56 0.16 -1.12
0.48 0.52 0.98
0.44 -0.53 0.79
0.02 0.05 0.03
0.21 0.23 0.11
0.22 -0.04 0.29
-0.17 -0.19 0.80
-0.23 0.22 0.35
0.08 -0.04 0.22
0.14 -0.05 -0.72
0.13 -0.96 1.05
-0.16 0.71 -0.30
0.64 0.11 -0.15
-0.89 -0.36 0.05
-0.04 0.17 -0.41
0.39 0.38 -0.16
-0.25 0.17 0.21
-0.11 -0.02 -0.04
0.08 0.05 0.23
-0.09 0.19 -0.26
-0.08 -0.16 -0.07
0.03 -0.07 0.06
-0.48 -0.34 -0.75
0.96 -0.10 -0.33
-0.26 0.56 1.00
-0.05 -0.14 -0.83
0.26 0.17 0.12
0.06 -0.23 0.43
-0.37 -0.35 0.12
-0.32 0.20 0.22
0.01 -0.21 0.33
0.09 0.20 -0.11
0.00 0.43 0.39
0.08 -0.39 -0.23
0.20 -0.05 -0.34

What did the fourth record say?
C5H12N2O | ωB97M-V/def2-TZVPD

## Properties
* <S²>: 0.750
* F_max: 4.05 eV/Å
* energy above the lowest of the compared OMol25 structures with the same formula, charge and spin: 32.5 kcal per mole
* M: 116.2 g mol⁻¹
* total charge: -1
* gap between HOMO and LUMO (spin up / spin down): 0.090 / 0.343 Eh
* spin multiplicity: 2

Element x y z (Å)
C -2.2355 -2.2435 -0.3946
C -1.1714 -1.3261 -1.1436
N -1.3437 0.1136 -0.7071
C 0.0239 0.7131 -0.4590
C 0.6016 0.4374 0.8912
N 1.8717 0.8694 1.1519
C 2.4332 2.1230 0.6946
O 0.1538 -0.4218 1.5812
H -1.9144 -2.4521 0.5322
H -2.2594 -3.1727 -0.8431
H -3.2122 -1.7922 -0.3879
H -0.0907 -1.7603 -0.9701
H -1.4838 -1.2744 -2.1914
H -1.8546 0.0985 0.1774
H -0.2791 1.8045 -0.5612
H 0.7367 0.4025 -1.2266
H 2.2214 0.5370 1.9868
H 2.1709 2.9019 1.3785
H 3.5427 1.9860 0.7499
H 2.0888 2.4562 -0.2591

Forces on the atoms, in the same order (eV/Å):
0.98 2.64 -2.89
-0.76 -0.24 1.16
1.96 -1.58 0.27
-3.15 2.46 -0.61
2.68 0.25 -1.14
-1.54 1.38 -2.66
1.46 -0.84 0.80
-2.12 -2.22 2.12
1.08 -0.21 3.71
-0.38 -2.01 -1.43
-0.40 0.23 -0.06
-2.10 0.95 -0.45
0.69 -0.59 -0.13
0.47 0.07 -0.07
1.42 -0.93 0.06
-0.13 0.22 -0.09
0.73 -0.77 2.02
-0.19 0.92 0.63
-0.70 0.44 -0.45
-0.03 -0.18 -0.79

Which of these has the highest M? C12H24CdF8NO16PS2

What is the M in the first record? 88.1 g mol⁻¹